Entry 1:
{
  "formula": "C31H27F5LiN2O",
  "method": "ωB97M-V/def2-TZVPD",
  "gap_ev": 3.46,
  "total_charge": 1,
  "relative_energy_kj_mol": 27.5,
  "lumo_energy_ha": -0.192,
  "elements": ["C", "N", "C", "O", "C", "C", "C", "C", "F", "C", "F", "C", "F", "C", "F", "C", "F", "N", "C", "C", "C", "C", "C", "C", "C", "C", "C", "C", "C", "C", "H", "H", "H", "H", "H", "H", "H", "H", "H", "H", "H", "H", "H", "H", "H", "H", "H", "H", "H", "H", "C", "Li", "C", "C", "C", "C", "C", "C", "C", "C", "H", "H", "H", "H", "H", "H", "H"],
  "coordinates": [[2.579, -4.439, 1.879], [2.356, -3.044, 1.571], [3.354, -2.119, 1.668], [4.493, -2.337, 2.080], [2.766, -0.775, 1.213], [3.512, -0.194, 0.019], [4.994, -0.098, 0.248], [5.889, -0.956, -0.395], [5.400, -1.905, -1.237], [7.260, -0.926, -0.156], [8.086, -1.793, -0.776], [7.776, 0.009, 0.744], [9.099, 0.056, 0.987], [6.912, 0.893, 1.393], [7.406, 1.798, 2.262], [5.543, 0.823, 1.142], [4.712, 1.653, 1.830], [1.358, -1.108, 0.959], [0.456, -0.187, 0.559], [-0.912, -0.417, 0.398], [-1.860, 0.607, 0.313], [-3.267, 0.408, 0.646], [-4.081, 1.514, 0.976], [-5.431, 1.373, 1.271], [-6.006, 0.090, 1.309], [-5.221, -1.020, 1.001], [-3.878, -0.876, 0.666], [1.055, -2.538, 1.148], [0.651, -3.203, -0.174], [0.016, -2.803, 2.249], [3.645, -4.600, 2.057], [2.011, -4.737, 2.771], [2.250, -5.066, 1.042], [2.855, -0.059, 2.050], [3.336, -0.832, -0.857], [3.104, 0.807, -0.178], [0.840, 0.835, 0.444], [-1.273, -1.449, 0.378], [-1.486, 1.638, 0.351], [-3.607, 2.498, 0.999], [-6.033, 2.253, 1.495], [-7.056, -0.029, 1.558], [-5.652, -2.021, 1.036], [-3.290, -1.751, 0.393], [1.488, -3.137, -0.883], [0.411, -4.257, 0.009], [-0.218, -2.712, -0.614], [0.458, -2.580, 3.229], [-0.875, -2.187, 2.122], [-0.281, -3.859, 2.222], [-2.655, 2.403, -4.552], [-5.055, 0.414, -0.640], [-1.863, 1.441, -3.869], [-1.896, 1.725, -2.470], [-2.693, 2.898, -2.273], [-3.275, 3.238, -3.576], [-4.299, 4.180, -3.642], [-4.658, 4.872, -2.483], [-3.962, 4.683, -1.275], [-2.958, 3.721, -1.175], [-2.838, 2.500, -5.625], [-1.322, 0.619, -4.332], [-1.317, 1.220, -1.711], [-4.792, 4.356, -4.601], [-5.477, 5.586, -2.521], [-4.210, 5.302, -0.410], [-2.374, 3.601, -0.260]]
}

=====

Entry 2:
{
  "formula": "C31H28AlB11Br6GeN4O6S",
  "method": "ωB97M-V/def2-TZVPD",
  "gap_ev": 7.70,
  "lumo_energy_ha": -0.048,
  "elements": ["Al", "Br", "B", "B", "C", "B", "B", "B", "B", "B", "Br", "B", "Br", "B", "Br", "B", "Br", "B", "Br", "H", "H", "H", "H", "H", "H", "C", "Ge", "C", "C", "C", "C", "C", "C", "C", "C", "C", "C", "C", "C", "C", "C", "C", "C", "C", "C", "H", "H", "H", "H", "H", "H", "H", "H", "H", "H", "H", "H", "H", "H", "H", "S", "C", "N", "C", "C", "C", "N", "H", "H", "H", "H", "O", "C", "O", "C", "C", "C", "C", "C", "C", "N", "O", "O", "N", "O", "O", "H", "H", "H"],
  "coordinates": [[8.283, -19.282, -6.707], [11.417, -20.769, -6.864], [10.927, -22.546, -6.240], [12.058, -23.574, -5.275], [11.025, -24.569, -4.278], [10.573, -22.930, -4.483], [9.414, -24.068, -4.353], [10.117, -25.515, -5.033], [11.738, -25.270, -5.734], [11.583, -24.004, -7.005], [12.658, -23.895, -8.671], [10.318, -25.279, -6.753], [10.037, -26.733, -8.084], [8.911, -24.529, -5.972], [7.090, -25.332, -6.196], [9.305, -22.890, -5.688], [7.877, -21.523, -5.649], [9.752, -23.669, -7.196], [8.822, -23.059, -8.844], [13.101, -23.109, -5.073], [11.835, -24.867, -3.509], [10.818, -22.065, -3.659], [8.761, -23.987, -3.354], [9.738, -26.548, -4.648], [12.562, -26.094, -5.727], [8.805, -17.557, -5.809], [9.061, -17.407, -3.803], [11.009, -17.369, -3.558], [11.839, -18.403, -4.091], [13.231, -18.329, -4.005], [13.815, -17.178, -3.534], [13.013, -16.095, -3.165], [11.618, -16.192, -3.098], [8.188, -18.887, -2.942], [6.890, -18.920, -2.545], [6.348, -20.088, -2.015], [7.218, -21.226, -1.789], [8.598, -21.076, -2.026], [9.099, -19.869, -2.651], [8.081, -15.761, -3.252], [7.922, -15.463, -1.878], [7.239, -14.305, -1.465], [6.751, -13.385, -2.391], [6.971, -13.636, -3.726], [7.576, -14.803, -4.129], [11.365, -19.272, -4.505], [13.805, -19.244, -4.183], [14.901, -17.087, -3.452], [13.529, -15.220, -2.782], [11.024, -15.345, -2.676], [6.216, -18.139, -2.967], [5.326, -20.183, -1.632], [6.858, -22.145, -1.315], [9.342, -21.883, -1.889], [10.118, -19.835, -2.812], [8.293, -16.061, -1.076], [7.009, -14.147, -0.418], [6.200, -12.517, -1.941], [6.567, -13.021, -4.527], [7.727, -14.998, -5.220], [7.040, -17.613, -6.208], [9.513, -16.692, -6.713], [10.918, -16.533, -6.595], [11.624, -15.772, -7.433], [11.049, -15.104, -8.492], [9.627, -15.292, -8.552], [8.938, -16.012, -7.682], [11.402, -17.164, -5.943], [12.710, -15.718, -7.285], [11.613, -14.675, -9.242], [9.094, -14.857, -9.429], [10.324, -18.278, -8.815], [9.340, -18.925, -9.167], [8.568, -19.652, -8.373], [8.829, -18.807, -10.644], [9.619, -18.248, -11.616], [9.179, -18.347, -12.892], [7.969, -18.859, -13.278], [7.167, -19.267, -12.271], [7.590, -19.322, -10.964], [5.707, -19.553, -12.614], [4.967, -19.584, -11.655], [5.391, -19.699, -13.790], [10.026, -17.918, -14.064], [10.764, -16.969, -13.869], [9.809, -18.478, -15.118], [10.586, -17.835, -11.306], [7.735, -18.911, -14.304], [6.901, -19.766, -10.213]]
}

=====

Entry 3:
{
  "formula": "C31H28Cl5GeN3O3S2V",
  "method": "ωB97M-V/def2-TZVPD",
  "gap_ev": [7.92, 8.31],
  "total_charge": 1,
  "relative_energy_kj_mol": 35.8,
  "lumo_energy_ha": [-0.115, -0.103],
  "s_squared": 2.0155,
  "spin_multiplicity": 3,
  "elements": ["V", "Cl", "C", "C", "C", "Cl", "C", "Cl", "C", "Cl", "C", "Cl", "S", "C", "N", "C", "C", "S", "H", "H", "H", "H", "H", "O", "C", "O", "C", "C", "Ge", "C", "C", "C", "C", "C", "C", "C", "C", "C", "C", "C", "C", "C", "C", "C", "C", "C", "C", "H", "H", "H", "H", "H", "H", "H", "H", "H", "H", "H", "H", "H", "H", "H", "H", "H", "H", "H", "N", "C", "N", "O", "H", "H", "H", "H"],
  "coordinates": [[-0.183, 0.028, 0.603], [-0.432, 0.901, -1.983], [-1.078, 2.153, -0.924], [-0.954, 1.866, 0.424], [-1.414, 2.842, 1.304], [-1.319, 2.566, 3.020], [-1.963, 4.036, 0.841], [-2.503, 5.224, 1.953], [-2.079, 4.265, -0.533], [-2.764, 5.725, -1.111], [-1.635, 3.307, -1.438], [-1.760, 3.542, -3.133], [-2.310, -0.889, 0.218], [-1.970, -2.507, -0.228], [-1.375, -2.870, -1.332], [-1.274, -4.304, -1.627], [-1.523, -5.022, -0.299], [-2.468, -3.848, 0.727], [-1.068, -2.174, -1.990], [-0.289, -4.532, -2.022], [-2.022, -4.574, -2.370], [-0.601, -5.257, 0.223], [-2.109, -5.926, -0.428], [0.579, -2.156, 1.071], [0.366, -1.744, 2.225], [-0.075, -0.507, 2.371], [0.575, -2.542, 3.472], [1.752, -3.529, 3.459], [3.547, -2.737, 3.647], [4.341, -2.076, 1.992], [3.765, -2.263, 0.735], [4.451, -1.902, -0.423], [5.721, -1.349, -0.338], [6.307, -1.153, 0.909], [5.624, -1.517, 2.062], [4.718, -4.157, 4.268], [5.369, -4.094, 5.501], [6.190, -5.137, 5.920], [6.365, -6.251, 5.110], [5.724, -6.323, 3.877], [4.907, -5.281, 3.460], [3.401, -1.326, 4.981], [2.798, -1.614, 6.209], [2.677, -0.638, 7.190], [3.163, 0.644, 6.959], [3.769, 0.946, 5.746], [3.884, -0.033, 4.764], [-0.367, -3.083, 3.627], [0.658, -1.824, 4.285], [1.733, -4.152, 2.563], [1.647, -4.194, 4.316], [2.776, -2.698, 0.651], [3.994, -2.064, -1.393], [6.261, -1.082, -1.239], [7.307, -0.741, 0.981], [6.109, -1.391, 3.026], [5.240, -3.225, 6.140], [6.694, -5.078, 6.879], [7.001, -7.065, 5.438], [5.867, -7.190, 3.241], [4.424, -5.340, 2.487], [2.422, -2.615, 6.408], [2.210, -0.877, 8.137], [3.075, 1.404, 7.725], [4.165, 1.941, 5.573], [4.363, 0.209, 3.819], [3.441, 1.944, 0.578], [2.395, 1.315, 1.113], [2.225, 1.366, 2.433], [1.590, 0.693, 0.339], [4.180, 2.315, 1.147], [3.626, 1.790, -0.396], [2.839, 1.899, 3.020], [1.396, 0.977, 2.845]]
}